The following is a quantum chemistry calculation of 16 unconnected molecules or ions with the total composition C31H28Cl39F3 in a non-equilibrium geometry, from OMol25.

The geometry in XYZ format:
```
101
Properties=species:S:1:pos:R:3:mulliken_charge:R:1
F 1.09 0.54 -3.26 -0.07
C 1.04 0.01 -4.52 0.42
C 2.01 -0.90 -5.04 -0.58
C 1.89 -1.38 -6.36 -0.55
C 0.87 -0.93 -7.19 -0.42
C -0.08 0.03 -6.72 -0.64
C 0.06 0.49 -5.41 -0.04
H 2.75 -1.24 -4.33 0.34
H 2.62 -2.08 -6.74 0.41
H 0.66 -1.37 -8.16 0.39
H -0.84 0.44 -7.37 0.39
H -0.65 1.19 -5.00 0.39
F 2.76 -7.54 3.27 -0.32
C 2.77 -6.31 3.93 0.21
C 3.43 -6.22 5.18 -0.44
C 3.48 -4.99 5.84 -0.48
C 2.82 -3.89 5.36 -0.54
C 2.14 -3.98 4.15 -0.16
C 2.10 -5.19 3.44 -0.56
H 3.98 -7.02 5.65 0.39
H 3.97 -5.00 6.80 0.38
H 2.77 -2.93 5.86 0.49
H 1.69 -3.08 3.75 0.43
H 1.61 -5.24 2.48 0.58
F -1.67 -3.01 -7.53 -0.24
C -2.47 -3.21 -6.50 0.14
C -3.60 -4.04 -6.69 -0.43
C -4.53 -4.18 -5.68 -0.50
C -4.36 -3.48 -4.50 -0.35
C -3.27 -2.58 -4.32 -0.20
C -2.26 -2.58 -5.25 -0.16
H -3.71 -4.59 -7.61 0.41
H -5.45 -4.73 -5.84 0.37
H -5.14 -3.55 -3.75 0.29
H -3.07 -2.11 -3.38 0.25
H -1.43 -1.94 -5.02 0.43
C -4.62 1.49 3.86 0.17
Cl -4.43 1.09 2.14 0.01
Cl -6.31 1.39 4.31 -0.15
Cl -3.96 3.12 4.14 -0.05
H -4.13 0.73 4.47 -0.01
C 2.57 -3.06 -0.78 -0.27
Cl 0.84 -3.12 -1.03 -0.08
Cl 3.00 -3.36 0.98 -0.12
Cl 3.29 -1.58 -1.38 0.00
H 2.96 -3.90 -1.35 0.42
C -1.69 7.47 -0.10 0.08
Cl -0.49 8.13 -1.26 -0.13
Cl -1.70 5.75 -0.23 0.00
Cl -3.26 8.17 -0.43 -0.13
H -1.33 7.71 0.90 0.20
C 0.33 0.46 6.11 0.11
Cl 0.44 -0.68 4.76 0.03
Cl 0.97 -0.28 7.55 -0.13
Cl -1.35 1.04 6.29 -0.11
H 0.98 1.30 5.87 0.11
C 6.18 0.89 -1.06 -0.23
Cl 4.83 2.06 -1.50 -0.03
Cl 6.08 0.20 0.47 -0.02
Cl 7.68 1.84 -1.10 -0.13
H 6.15 0.10 -1.82 0.36
C -5.89 -0.96 -0.53 -0.09
Cl -4.18 -0.94 -1.11 0.10
Cl -6.02 -1.98 0.98 -0.11
Cl -6.78 -1.70 -1.85 -0.12
H -6.30 0.05 -0.43 0.24
C 1.37 3.79 -2.93 0.67
Cl 2.24 3.17 -4.33 -0.10
Cl -0.31 4.35 -3.39 -0.12
Cl 2.22 5.21 -2.29 -0.10
H 1.23 3.03 -2.16 -0.40
C -2.54 -3.38 3.13 -0.26
Cl -1.82 -3.57 1.54 -0.03
Cl -2.92 -1.67 3.49 -0.01
Cl -1.46 -4.10 4.41 -0.10
H -3.49 -3.92 3.23 0.36
C -1.06 5.91 4.85 -0.17
Cl -1.64 5.96 3.18 -0.03
Cl -0.11 7.30 5.39 -0.13
Cl 0.00 4.42 5.01 -0.06
H -1.92 5.88 5.53 0.34
C 5.43 0.13 3.95 0.32
Cl 3.71 0.63 3.77 0.04
Cl 5.65 -1.20 5.06 -0.11
Cl 6.41 1.55 4.38 -0.12
H 5.81 -0.25 3.00 -0.13
C 3.45 4.69 2.05 -0.24
Cl 4.38 6.07 1.43 -0.12
Cl 4.14 3.15 1.44 0.00
Cl 1.71 4.65 1.61 0.00
H 3.56 4.69 3.13 0.33
C -4.57 2.99 -2.91 -0.19
Cl -3.78 4.12 -1.88 -0.05
Cl -6.00 2.36 -2.09 -0.11
Cl -3.56 1.59 -3.43 -0.05
H -4.76 3.56 -3.82 0.36
C 0.17 0.69 0.65 -0.51
Cl -1.11 0.72 -0.57 0.24
Cl -0.26 1.75 2.05 0.15
Cl 1.70 1.22 0.02 0.28
H 0.33 -0.30 1.06 0.08
```

**Orbital gap**: 9.182 eV
**2S+1**: 1
**Net charge**: 0
**Total energy**: -529126.3702 eV

***

The following is a quantum chemistry calculation of a molecular structure, C31H28FN7O3Tc in a non-equilibrium geometry, from OMol25.

The geometry in XYZ format:
```
71
Properties=species:S:1:pos:R:3:mulliken_charge:R:1
Tc -0.13 0.23 -0.11 1.32
N 0.66 1.32 4.24 -0.12
C 0.34 0.05 4.65 -0.74
C 0.04 -0.65 3.51 -0.41
N 0.18 0.17 2.43 0.43
C 0.55 1.35 2.89 -0.04
C 0.73 2.42 1.94 0.01
N 0.51 2.18 0.66 1.16
C 0.71 3.36 -0.02 -1.06
C 1.08 4.32 0.87 -0.79
N 1.10 3.71 2.10 -0.15
H 0.93 2.07 4.86 0.19
H 0.36 -0.24 5.68 0.42
H -0.25 -1.68 3.41 0.51
H 0.58 3.44 -1.08 0.61
H 1.34 5.35 0.73 0.50
H 1.32 4.17 2.97 0.19
C -2.40 -6.98 -1.46 -1.83
C -3.38 -6.25 -0.54 0.49
C -4.80 -6.39 -1.05 -0.94
C -5.77 -5.73 -0.08 -1.02
C -5.39 -4.29 0.13 1.08
C -6.34 -3.35 0.45 -0.72
C -5.98 -2.03 0.67 0.07
F -6.93 -1.14 0.97 -0.34
C -4.68 -1.62 0.57 -1.18
C -3.69 -2.55 0.21 0.68
C -2.32 -2.09 0.08 1.77
O -2.03 -0.88 0.37 -0.90
C -1.40 -3.08 -0.34 -0.39
C -1.81 -4.39 -0.53 -0.21
N -3.05 -4.81 -0.38 0.17
C -4.04 -3.89 -0.01 -0.69
C 0.02 -2.77 -0.61 -0.10
O 0.88 -3.60 -0.70 -0.60
O 0.25 -1.46 -0.77 -0.58
H -2.80 -7.97 -1.66 0.44
H -1.41 -7.12 -1.02 0.52
H -2.30 -6.46 -2.41 0.41
H -3.32 -6.69 0.46 0.14
H -5.04 -7.45 -1.15 0.38
H -4.88 -5.93 -2.04 0.34
H -5.74 -6.25 0.88 0.34
H -6.79 -5.79 -0.45 0.48
H -7.38 -3.64 0.54 0.55
H -4.41 -0.59 0.75 0.59
H -1.05 -5.10 -0.82 0.67
C 2.25 0.16 -0.19 -2.19
C 2.68 0.97 -1.30 1.83
C 2.50 0.52 -2.62 -0.39
C 2.90 1.30 -3.69 -0.97
C 3.50 2.54 -3.47 0.57
C 3.75 2.97 -2.16 -0.85
C 3.33 2.20 -1.09 -0.37
C 3.85 3.39 -4.56 -0.11
N 4.10 4.11 -5.41 -0.40
H 2.59 0.47 0.80 0.47
H 2.35 -0.91 -0.35 0.84
H 2.05 -0.45 -2.78 0.49
H 2.75 0.95 -4.71 0.51
H 4.27 3.90 -2.00 0.50
H 3.55 2.52 -0.08 0.44
C -3.88 3.78 0.68 -1.15
C -3.82 2.84 -0.54 -0.27
C -2.58 2.10 -0.55 0.19
N -1.59 1.53 -0.52 -0.41
H -4.85 4.26 0.70 0.37
H -3.12 4.55 0.61 0.33
H -3.75 3.23 1.60 0.35
H -3.90 3.41 -1.47 0.34
H -4.65 2.13 -0.52 0.26
```

**Orbital gap (alpha / beta)**: 6.899 / 6.253 eV
**2S+1**: 4
**Net charge**: +2
**Total energy**: -54077.2558 eV

***

Q: Which formula does entry 2 have?
A: C31H28FN7O3Tc

***

Q: The highest 2S+1 belongs to which entry?
A: C31H28FN7O3Tc

***

Q: What is the net charge in the second record?
A: +2